No. 1
# C4H10NSi

A gas-phase ion, C4H10NSi (charge +1) in a non-equilibrium geometry (the ωB97M-V functional and the def2-TZVPD basis, OMol25).

## Properties
2S+1: 1
net charge: +1
strongest force on any atom: 5.48 eV Å⁻¹
relative energy (zero: lowest compared OMol25 entry of this formula, charge and spin): 11.1 kcal per mole
SMILES: C#[N+][Si](C)(C)C

Atoms and positions in Å:
C (-2.83505, 0.76683, 0.06083)
N (-1.78365, 0.27919, -0.10090)
Si (0.04215, -0.22793, 0.06014)
C (0.56234, 1.67219, 0.30282)
C (0.19980, -1.36589, 1.54293)
C (0.37700, -0.77813, -1.72132)
H (-3.64344, 1.38835, 0.27215)
H (-0.01143, 1.97913, 1.10762)
H (1.56735, 1.79056, 0.67836)
H (0.31063, 2.34711, -0.52429)
H (1.25722, -1.29115, 1.90415)
H (-0.39451, -1.41433, 2.41741)
H (0.26038, -2.39066, 1.14808)
H (1.39768, -0.25079, -1.96728)
H (0.56772, -1.87642, -1.74244)
H (-0.23603, -0.60623, -2.52260)

Atoms 1-2, force components in eV/Å:
C 5.07 -1.97 -0.72
N -4.11 1.29 1.01

Atomic charges from the natural (NBO) analysis, expressed in e, are listed below: atom 1 (C): 0.414, atom 2 (N): -0.464, atom 3 (Si): 1.690, atom 4 (C): -1.046, atom 5 (C): -1.149, atom 6 (C): -1.121, atom 7 (H): 0.279, atom 8 (H): 0.229, atom 9 (H): 0.262, atom 10 (H): 0.257, atom 11 (H): 0.284, atom 12 (H): 0.286, atom 13 (H): 0.273, atom 14 (H): 0.271, atom 15 (H): 0.265, atom 16 (H): 0.268

=====

No. 2
# C4H10O

A molecular structure, C4H10O (the ωB97M-V functional and the def2-TZVPD basis, OMol25).

## Properties
2S+1: 1
strongest force on any atom: 0.47 eV Å⁻¹
relative energy (zero: lowest compared OMol25 entry of this formula, charge and spin): 100.0 kcal per mole

Atoms and positions in Å:
C (-0.40654, 1.37768, 1.23968)
C (-0.95274, 0.91649, -0.11515)
C (-1.31591, -0.53888, -0.29323)
C (1.06419, -1.31878, -1.12688)
O (0.29351, -1.40189, 0.07612)
H (0.54192, 0.87359, 1.46043)
H (-1.11340, 1.12409, 2.03962)
H (-0.23365, 2.46109, 1.26023)
H (-1.93200, 1.39465, -0.29376)
H (-0.31119, 1.28717, -0.93067)
H (-1.71311, -0.85172, 0.69670)
H (0.36448, -1.32389, -1.96807)
H (1.61055, -0.37428, -1.09528)
H (1.76527, -2.15837, -1.17777)
H (-0.16489, -2.25382, 0.07233)

Atoms 1-2, force components in eV/Å:
C 0.03 -0.07 0.02
C 0.01 -0.06 -0.08

Atomic charges from the natural (NBO) analysis, expressed in e, are listed below: atom 1 (C): -0.618, atom 2 (C): -0.524, atom 3 (C): -0.228, atom 4 (C): -0.263, atom 5 (O): -0.604, atom 6 (H): 0.201, atom 7 (H): 0.201, atom 8 (H): 0.204, atom 9 (H): 0.237, atom 10 (H): 0.193, atom 11 (H): 0.103, atom 12 (H): 0.211, atom 13 (H): 0.195, atom 14 (H): 0.185, atom 15 (H): 0.508

=====

No. 3
# C4H10O

2 unconnected molecules or ions with the total composition C4H10O (the ωB97M-V functional and the def2-TZVPD basis, OMol25).

## Properties
2S+1: 1
strongest force on any atom: 0.75 eV Å⁻¹
relative energy (zero: lowest compared OMol25 entry of this formula, charge and spin): 16.2 kcal per mole
SMILES: CC=O.CC

Atoms and positions in Å:
C (-1.32671, -0.78688, -2.08635)
C (-0.00685, -0.09818, -1.92756)
O (0.93544, -0.55442, -1.33864)
H (-1.23249, -1.85814, -1.91134)
H (-2.00061, -0.41381, -1.30859)
H (-1.73097, -0.62882, -3.08947)
H (0.04776, 0.93549, -2.33588)
C (1.41424, 0.42424, 1.78114)
C (-0.09776, 0.42886, 1.74826)
H (1.80198, -0.00314, 0.85576)
H (1.82694, 1.43418, 1.83829)
H (1.82382, -0.19267, 2.57899)
H (-0.46994, 1.21227, 1.08824)
H (-0.51103, 0.62590, 2.73686)
H (-0.47383, -0.52490, 1.37029)

Atoms 1-2, force components in eV/Å:
C 0.05 -0.49 -0.02
C -0.08 0.35 0.19

Atomic charges from the natural (NBO) analysis, expressed in e, are listed below: atom 1 (C): -0.728, atom 2 (C): 0.445, atom 3 (O): -0.523, atom 4 (H): 0.234, atom 5 (H): 0.244, atom 6 (H): 0.227, atom 7 (H): 0.100, atom 8 (C): -0.614, atom 9 (C): -0.605, atom 10 (H): 0.224, atom 11 (H): 0.198, atom 12 (H): 0.200, atom 13 (H): 0.194, atom 14 (H): 0.201, atom 15 (H): 0.202

=====

No. 4
# C4H10O

2 unconnected molecules or ions with the total composition C4H10O in a non-equilibrium geometry (the ωB97M-V functional and the def2-TZVPD basis, OMol25).

## Properties
2S+1: 1
strongest force on any atom: 4.86 eV Å⁻¹
relative energy (zero: lowest compared OMol25 entry of this formula, charge and spin): 56.4 kcal per mole
SMILES: CC=O.CC

Atoms and positions in Å:
C (-1.13230, 0.69891, 2.05372)
C (-0.91263, 1.31253, 0.69731)
O (-0.63173, 2.49021, 0.54618)
H (-0.43376, -0.13060, 2.19664)
H (-2.15680, 0.32856, 2.14811)
H (-0.98320, 1.42993, 2.85377)
H (-0.86577, 0.53249, -0.37826)
C (0.37954, -0.49669, -1.70345)
C (1.35730, -1.24488, -0.82275)
H (-0.00854, 0.54187, -1.12339)
H (-0.34934, -1.16548, -2.16856)
H (0.89054, 0.01354, -2.52473)
H (0.83151, -1.86789, -0.09353)
H (1.99858, -0.54649, -0.27718)
H (2.01659, -1.89601, -1.40389)

Atoms 1-2, force components in eV/Å:
C -0.14 0.06 0.15
C 0.46 0.02 -1.99

Atomic charges from the natural (NBO) analysis, expressed in e, are listed below: atom 1 (C): -0.731, atom 2 (C): 0.432, atom 3 (O): -0.548, atom 4 (H): 0.232, atom 5 (H): 0.236, atom 6 (H): 0.232, atom 7 (H): 0.114, atom 8 (C): -0.586, atom 9 (C): -0.622, atom 10 (H): 0.196, atom 11 (H): 0.213, atom 12 (H): 0.210, atom 13 (H): 0.200, atom 14 (H): 0.208, atom 15 (H): 0.214

=====

No. 5
# C4H10O

2 unconnected molecules or ions with the total composition C4H10O (the ωB97M-V functional and the def2-TZVPD basis, OMol25).

## Properties
2S+1: 1
strongest force on any atom: 0.77 eV Å⁻¹
relative energy (zero: lowest compared OMol25 entry of this formula, charge and spin): 18.4 kcal per mole
SMILES: C/C=C/C.O

Atoms and positions in Å:
C (1.27952, -1.80123, 0.31357)
C (0.18310, -0.81814, 0.59335)
C (0.40777, 0.48505, 0.72959)
C (-0.63370, 1.53145, 0.93755)
H (1.07822, -2.78797, 0.72856)
H (1.43942, -1.95316, -0.75920)
H (2.23043, -1.46514, 0.70114)
H (-0.81096, -1.24672, 0.70823)
H (1.41250, 0.81861, 0.53176)
H (-1.63831, 1.16528, 0.73830)
H (-0.44184, 2.41965, 0.33767)
H (-0.60430, 1.92490, 1.95821)
O (-1.02546, 0.57081, -2.13737)
H (-0.97639, 0.35744, -1.19597)
H (-0.27017, 0.05620, -2.45872)

Atoms 1-2, force components in eV/Å:
C 0.07 -0.29 -0.36
C 0.18 -0.13 0.26

Atomic charges from the natural (NBO) analysis, expressed in e, are listed below: atom 1 (C): -0.645, atom 2 (C): -0.207, atom 3 (C): -0.186, atom 4 (C): -0.658, atom 5 (H): 0.217, atom 6 (H): 0.212, atom 7 (H): 0.215, atom 8 (H): 0.196, atom 9 (H): 0.194, atom 10 (H): 0.212, atom 11 (H): 0.228, atom 12 (H): 0.224, atom 13 (O): -0.937, atom 14 (H): 0.472, atom 15 (H): 0.462

=====

No. 6
# C4H10O

A single C4H10O molecule (the ωB97M-V functional and the def2-TZVPD basis, OMol25).

## Properties
2S+1: 1
strongest force on any atom: 0.31 eV Å⁻¹
relative energy (zero: lowest compared OMol25 entry of this formula, charge and spin): 13.9 kcal per mole
SMILES: CCOCC

Atoms and positions in Å:
C (2.33247, 0.50894, 0.22705)
C (1.15888, -0.32101, -0.26370)
O (-0.00136, 0.13293, 0.39313)
C (-1.16939, -0.60628, 0.10192)
C (-2.32526, 0.36970, -0.02102)
H (3.24431, 0.26612, -0.32982)
H (2.51689, 0.32527, 1.29181)
H (2.11879, 1.57505, 0.09888)
H (1.02795, -0.21768, -1.35554)
H (1.33877, -1.38907, -0.05655)
H (-1.34855, -1.33957, 0.90465)
H (-1.06175, -1.17014, -0.83852)
H (-3.28138, -0.15500, -0.12365)
H (-2.18452, 1.01417, -0.89553)
H (-2.36585, 1.00658, 0.86689)

Atoms 1-2, force components in eV/Å:
C 0.02 0.02 0.01
C 0.29 -0.08 -0.10

Atomic charges from the natural (NBO) analysis, expressed in e, are listed below: atom 1 (C): -0.622, atom 2 (C): -0.054, atom 3 (O): -0.552, atom 4 (C): -0.059, atom 5 (C): -0.621, atom 6 (H): 0.209, atom 7 (H): 0.211, atom 8 (H): 0.214, atom 9 (H): 0.157, atom 10 (H): 0.158, atom 11 (H): 0.166, atom 12 (H): 0.163, atom 13 (H): 0.207, atom 14 (H): 0.207, atom 15 (H): 0.214